Entry from the Open Molecules 2025 dataset: a structure of composition C25H30B2BrF4N6O10ReS2 (the ωB97M-V functional and the def2-TZVPD basis).

Geometry (Å):
C1 1.08692 3.72971 0.92872
C2 -1.32881 -0.89564 4.16688
C3 -2.70374 -2.80753 -0.87189
C4 1.70199 -5.81593 -2.72296
C5 -3.35764 -1.64167 -0.52229
H1 -2.57970 -0.45805 7.27645
H2 -2.87406 -1.86167 5.27582
H3 1.98491 -6.82299 -3.02970
O1 0.52778 -0.39223 1.99029
H4 0.54567 1.67323 5.27834
C6 0.82411 -5.88319 -1.48108
C7 2.09469 3.42992 -0.06060
N1 1.70168 2.50869 -0.88138
C8 -0.69825 -4.03258 -1.63790
C9 2.46459 -3.55523 -0.15221
F1 1.67861 -0.01578 -2.24644
O2 1.28070 1.43194 3.03981
H5 -4.01842 2.82710 -3.34410
C10 -1.94779 -0.29728 6.41328
C11 -2.64170 -0.46193 -0.45906
H6 1.09313 -4.77004 0.94464
O3 -2.72023 2.66324 0.15276
N2 0.38395 -4.56283 -1.01269
Re1 -0.03563 1.45896 -0.54688
B1 -2.16073 2.42856 1.53308
C12 -0.20502 0.89626 5.30097
Br1 -1.69427 -2.07868 2.72564
H7 0.27997 5.01738 2.41129
F2 2.98377 1.04846 -3.81531
S1 1.49321 -0.10700 0.67770
H8 2.62324 -5.25640 -2.54522
C13 1.04259 -4.00831 0.16142
B2 2.01843 1.21806 -2.88556
H9 -0.06759 -6.46543 -1.70920
O4 -1.22689 -4.57049 -2.59458
C14 3.40042 4.13577 -0.13844
O5 -0.95801 3.26525 1.71327
H10 1.37276 5.80511 1.25405
H11 3.09097 -4.41073 -0.41779
C15 -1.33658 -2.76233 -1.12403
H12 0.36605 -1.47842 -1.25646
C16 -3.73104 3.00606 -2.31171
H13 3.96984 3.95858 0.77591
H14 -3.23386 -3.74629 -0.96544
C17 -1.34721 2.28335 -3.06377
H15 -4.43082 2.51205 -1.63910
H16 2.89671 -3.07586 0.72652
C18 -0.98409 0.69760 6.42394
O6 0.77345 1.73037 -3.49466
N3 -0.24418 1.77100 -2.60772
F3 -3.11045 2.76707 2.42662
H17 0.45739 -3.17805 0.55340
H18 1.15291 -5.35843 -3.54503
F4 -1.75082 1.07840 1.63024
N4 0.06916 2.91947 0.90527
O7 3.70506 0.08525 -0.33710
C19 -2.11874 -1.08913 5.28869
C20 -0.35636 0.10865 4.15810
H19 -3.80058 4.07612 -2.10223
C21 -1.55171 2.66979 -4.48507
H20 -4.41596 -1.63080 -0.30572
C22 1.19042 4.90032 1.83563
H21 3.24540 5.21154 -0.23047
H22 -2.20732 1.94616 -4.97582
H23 2.02948 4.76639 2.52166
H24 3.97292 3.78357 -0.98934
C23 -0.69148 -1.54882 -1.03977
H25 1.34853 -6.36551 -0.65580
H26 -0.84349 1.31648 7.29894
C24 0.55076 0.48027 3.04101
N5 -1.87941 2.36745 -0.85151
O8 2.53458 2.18952 -1.88245
C25 -2.34982 2.52720 -2.04376
O9 5.55257 -1.41724 -0.84765
S2 4.45360 -0.64049 -1.32356
N6 -1.32545 -0.40354 -0.70842
H27 -0.60486 2.68581 -5.01282
H28 -3.14162 0.45205 -0.18179
H29 -2.02437 3.64977 -4.54499
H30 2.26541 -3.02241 -2.03105
O10 2.49033 -2.58903 -1.19784

Computed properties:
<S²> = 0.7690
total charge = +1
multiplicity = 2
total energy = -161893.054 eV
energy above the lowest of the compared OMol25 structures with the same formula, charge and spin = 69.0 kJ/mol

Entry from the Open Molecules 2025 dataset: a structure of composition C25H30BaN13S3 (the ωB97M-V functional and the def2-TZVPD basis).

Geometry (Å):
Ba1 -0.47660 0.03744 0.27732
H1 0.27223 -3.01335 2.11084
C1 -3.67060 -4.93240 -0.29666
C2 -2.75680 -0.05165 -4.22159
N1 -1.76574 -1.21624 -2.25028
S1 2.33889 -1.33800 -0.94295
H2 -2.70201 3.12234 -3.62201
C3 -0.65061 0.71016 3.45717
N2 -2.21324 -2.57359 0.01725
N3 0.42984 3.79065 -0.95138
H3 4.20834 1.05540 6.58682
C4 -2.40565 -3.41421 1.03111
C5 1.18395 1.00324 5.10088
C6 -2.56593 0.80784 -5.29082
C7 2.65678 -4.14906 1.72399
C8 -1.31003 1.35940 -5.53643
H4 -3.95626 -4.22136 -2.32363
N4 -2.68469 -2.03137 -2.29752
H5 -1.09183 5.40387 -4.00273
C9 1.26306 3.21266 0.00029
H6 -3.39678 1.04363 -5.94327
H7 0.40780 4.71704 -3.39979
H8 2.96378 -5.60208 3.20671
C10 -0.43268 0.21802 -3.61906
N5 2.15960 4.09786 0.51388
H9 2.88332 3.76044 1.12158
H10 1.25838 -5.25427 2.90074
H11 1.22665 -1.69957 2.46099
N6 3.59452 -3.58861 -0.06877
C11 -2.77569 -2.89955 -1.14199
H12 4.26928 -3.62966 -0.81288
C12 -0.78471 3.31620 -1.45115
N7 -1.35118 4.16679 -2.35411
C13 -0.55326 5.13507 -3.09822
H13 0.74003 1.47766 -4.89980
C14 -1.68054 -0.34097 -3.39463
N8 0.93256 -2.34637 1.73228
N9 0.51170 0.35694 2.94144
N10 1.18280 1.97552 0.32399
N11 2.02269 -3.03505 1.20884
H14 3.18366 -0.12837 2.58686
H15 -1.16623 2.01358 -6.38720
C15 2.64064 -2.65992 0.05051
C16 3.83603 0.42929 4.56511
N12 -1.28427 2.19914 -1.05322
C17 1.55395 0.51725 3.84252
H16 -4.23837 -5.84465 -0.42217
S2 -0.53118 1.27263 5.11447
H17 1.84259 1.57584 7.07206
S3 -2.15963 0.65456 2.63540
C18 -3.11056 -4.60446 0.92518
C19 -3.51533 -4.04844 -1.35186
H18 -3.23314 -5.23893 1.79179
H19 -2.14232 2.01112 -1.56268
H20 4.87796 0.21327 4.36632
H21 -3.12024 4.80522 -3.23103
H22 -3.72185 -0.49983 -4.02590
H23 -0.38869 6.05920 -2.53475
C20 -0.24078 1.06417 -4.70273
H24 2.21920 5.05154 0.20987
H25 2.24193 -4.09979 3.81378
C21 3.45801 0.90825 5.82141
H26 0.39384 -0.04556 -2.96805
C22 -2.69347 3.88543 -2.83763
H27 -3.33215 3.56530 -2.01537
C23 2.25232 -4.81089 2.98669
H28 -2.01402 -3.10006 1.99362
H29 0.60625 4.76076 -1.13833
N13 3.62067 -4.51358 0.94239
C24 2.89220 0.23246 3.56970
H30 1.86060 1.74427 1.04820
C25 2.13104 1.20044 6.09857

Computed properties:
total charge = +1
multiplicity = 1
total energy = -78981.355 eV
energy above the lowest of the compared OMol25 structures with the same formula, charge and spin = 58.1 kJ/mol

Entry from the Open Molecules 2025 dataset: a cluster of 2 separate species, C25H30BrN2O5 in total (the ωB97M-V functional and the def2-TZVPD basis).

Geometry (Å):
H1 4.66141 -0.89675 -0.88650
N1 0.07018 2.61312 2.49979
H2 2.96746 -1.30205 -1.25469
H3 0.45731 1.54460 -0.17782
C1 1.28579 -3.76869 2.48425
Br1 -2.82822 2.88079 4.19015
C2 1.24298 2.62163 -4.45028
H4 1.27735 2.69962 -5.53925
C3 3.78588 -1.46236 -0.54487
C4 2.14891 -1.82386 1.32050
C5 -0.65317 -3.28736 -1.61449
O1 -2.33753 3.03793 -2.74806
H5 2.77854 0.86106 1.79135
H6 2.29372 0.69062 0.10548
C6 -4.70229 3.79393 0.53619
C7 -1.26106 -2.93323 -0.25182
C8 -2.58488 2.79765 0.05889
C9 3.09613 0.48947 0.81340
H7 -5.13488 4.02349 2.64976
O2 -0.06018 3.73129 3.03772
H8 -3.91932 3.44368 -1.47791
C10 -0.17884 2.74745 -3.98839
C11 2.28895 -2.82705 2.25875
C12 4.57936 -1.21545 1.79169
H9 5.40843 -0.56640 1.48242
O3 0.96257 1.80365 2.83055
O4 0.44288 -0.50356 0.23613
H10 4.32057 -0.95590 2.82439
C13 -0.11263 -2.77666 0.77392
C14 -2.24252 2.74675 1.41471
C15 0.11678 -3.74945 1.72437
H11 3.99657 1.03337 0.49673
H12 4.04430 -2.52784 -0.54202
C16 3.38213 -1.00533 0.86161
C17 -2.08358 -1.65270 -0.37972
H13 -0.61313 -4.54864 1.87480
C18 -0.48759 1.88565 0.18379
C19 -4.41033 3.68665 1.91318
H14 -2.56287 -1.41954 0.57735
H15 -1.44086 -0.81580 -0.65292
H16 1.44304 -4.56161 3.21347
C20 0.80682 -1.61403 0.72221
H17 -2.86361 -1.77988 -1.14180
C21 -1.41153 2.61756 -2.06525
H18 3.22020 -2.91904 2.82263
H19 -1.71897 -5.03884 0.11717
N2 -1.48850 2.33211 -0.69666
H20 -0.85437 2.06515 -4.51860
H21 -3.04951 -4.10798 -0.58076
C22 -3.76649 3.35546 -0.40862
H22 -5.65326 4.21282 0.20801
H23 1.69008 1.66701 -4.15701
H24 -1.44686 -3.41606 -2.36069
H25 4.94091 -2.24885 1.75884
H26 -0.09391 -4.22859 -1.54362
H27 -0.54711 3.77366 -4.10084
C23 -3.18845 3.14970 2.35501
C24 -0.84559 2.28195 1.44981
O5 -0.18548 2.39268 -2.56275
H28 1.85209 3.43478 -4.04206
H29 -2.64347 -3.89623 1.13089
C25 -2.21851 -4.06376 0.13492
H30 0.02818 -2.50176 -1.95741

Computed properties:
total charge = -1
multiplicity = 1
total energy = -109670.632 eV

Entry from the Open Molecules 2025 dataset: a structure of composition C25H30Cl2N8NaS2Se (the ωB97M-V functional and the def2-TZVPD basis).

Geometry (Å):
N1 -1.27857 -0.32984 -2.46341
H1 -1.05109 -2.66261 4.22040
S1 -2.74885 1.00684 -0.21670
C1 -1.76856 3.78317 1.45874
C2 3.05973 -5.87046 -0.33982
N2 1.30733 -1.28257 -2.17699
H2 0.76919 -5.39421 -1.47533
H3 5.33729 -7.18126 -1.34632
H4 0.11069 -5.31828 0.16514
C3 4.36042 -5.95447 0.13820
H5 2.81893 -2.13057 -1.10292
H6 2.64980 1.61230 -3.08779
H7 1.34825 -0.43508 -5.42616
S2 -2.29873 -0.34895 3.65085
H8 4.33590 -1.85279 1.90357
H9 5.57163 -3.00260 2.47451
Na1 -0.15456 -0.40961 -0.36114
C4 1.71980 -0.82007 -4.48559
C5 -0.38085 2.02700 2.58008
H10 3.65332 -1.35670 -5.23855
H11 -4.90788 0.11844 -2.88165
N3 0.31826 -0.10558 3.03077
N4 -0.28088 -2.04158 4.02350
Cl1 2.85064 1.34810 -0.77120
C6 3.96465 -3.90330 1.38106
H12 5.80743 -4.98428 1.37640
Se1 1.48848 -2.42161 1.45931
C7 3.46447 1.70622 -2.37619
C8 -3.28251 0.35404 -1.69871
Cl2 4.11618 3.35936 -2.51092
H13 4.26620 1.01210 -2.60741
H14 -2.57928 3.56397 2.13841
C9 4.50472 -2.85231 2.30706
C10 2.53636 -1.77556 -2.08390
C11 -0.70396 2.40488 3.99423
C12 -0.70662 -0.82473 3.56498
C13 -0.49514 -0.34820 -3.48146
C14 0.88848 -0.81804 -3.36220
C15 5.26245 -7.09171 -0.26050
H15 4.40262 -2.26447 -3.02066
C16 0.80339 -4.84320 -0.53436
H16 0.43397 -3.83288 -0.69523
H17 6.26933 -6.94832 0.13304
H18 1.12294 -0.66356 2.74088
C17 3.42002 -1.83468 -3.15351
C18 2.99681 -1.33710 -4.37653
H19 -1.68431 2.87284 4.05620
H20 2.69567 -6.63146 -1.02355
N5 0.16553 0.96267 2.15083
H21 0.47695 -2.47226 3.50064
C19 2.64664 -3.83734 0.90581
H22 -2.86334 5.24117 0.33300
H23 4.89149 -8.04710 0.11770
H24 1.12240 4.30799 -0.93803
N6 -2.56854 -0.06810 -2.74083
N7 0.44038 3.27836 0.69500
C20 -1.92776 4.70866 0.44359
N8 -4.63182 0.29227 -1.92935
H25 -0.87375 -0.08622 -4.47058
C21 4.79133 -4.95412 0.99583
H26 -0.68626 1.56679 4.67877
C22 2.20145 -4.83824 0.02117
H27 0.03736 3.15077 4.29879
H28 -5.21437 0.87968 -1.35906
C23 -0.88267 4.91450 -0.44144
H29 -0.96362 5.61937 -1.25682
C24 -0.57057 3.08253 1.53714
H30 3.98800 -2.87492 3.26916
C25 0.27846 4.17570 -0.26845

Computed properties:
total charge = -1
multiplicity = 1
total energy = -154814.497 eV
energy above the lowest of the compared OMol25 structures with the same formula, charge and spin = 92.6 kJ/mol